1.
Computed, not measured: C20H22ClIrNO6P3 as an isolated structure, with ωB97M-V/def2-TZVPD.

ORCA input file:
```
! RIJCOSX wB97M-V def2-TZVPD def2/J DEFGRID3
* xyz 2 1
Ir 1.22 -0.35 -0.18
Cl 1.81 -0.07 -2.41
C 0.70 1.23 -2.94
C 0.99 1.91 -4.10
C 0.14 2.95 -4.46
C -0.94 3.29 -3.66
C -1.21 2.57 -2.50
C -0.39 1.51 -2.12
P -0.78 0.47 -0.69
C -1.91 -0.80 -1.22
C -2.50 -0.78 -2.48
C -3.39 -1.79 -2.84
C -3.70 -2.79 -1.94
C -3.12 -2.81 -0.67
C -2.22 -1.82 -0.31
C -1.51 1.50 0.56
C -2.82 1.30 1.00
C -3.34 2.14 1.98
C -2.57 3.16 2.51
C -1.26 3.36 2.07
C -0.73 2.53 1.10
H 1.86 1.65 -4.70
H 0.35 3.51 -5.36
H -1.58 4.11 -3.94
H -2.05 2.84 -1.88
H -2.26 0.00 -3.19
H -3.84 -1.78 -3.82
H -4.39 -3.57 -2.22
H -3.37 -3.60 0.03
H -1.78 -1.82 0.68
H -3.43 0.51 0.58
H -4.36 1.99 2.32
H -2.98 3.81 3.26
H -0.67 4.16 2.48
H 0.29 2.68 0.76
N 4.06 -2.72 1.68
C 3.01 -1.72 2.13
C 3.02 -1.58 3.65
P 3.44 -0.15 1.20
O 4.74 0.31 1.94
O 2.31 0.89 1.25
O 3.59 -0.71 -0.20
P 1.38 -2.29 1.47
O 1.06 -3.48 2.43
O 0.50 -1.05 1.61
O 1.45 -2.64 -0.01
H 4.99 -2.46 2.02
H 4.09 -2.73 0.65
H 3.86 -3.67 2.02
H 3.99 -1.22 4.00
H 2.78 -2.52 4.14
H 2.27 -0.85 3.94
H 5.01 1.24 1.89
H 0.16 -3.84 2.49
*
```

Summary:
- Total energy: -2869.76314 hartree

Atomic partial charges in e from the natural (NBO) method, atoms 1 to 5: number 1, Ir, carries 0.92; number 2, Cl, carries 0.22; number 3, C, carries 0.01; number 4, C, carries -0.23; number 5, C, carries -0.13

---

2.
Computed, not measured: one molecule with the formula C4H8N4, with ωB97M-V/def2-TZVPD.

ORCA input file:
```
! RIJCOSX wB97M-V def2-TZVPD def2/J DEFGRID3
* xyz 0 1
C -1.45 0.97 2.04
C 0.20 0.25 -0.22
C -0.66 -0.79 -0.37
C 1.49 -0.12 -0.93
H -2.45 0.85 1.62
H -1.45 1.40 3.05
H -0.90 0.01 2.06
H -1.71 -0.86 -0.08
H -0.53 -2.13 -1.83
H 1.85 -2.05 -0.52
H 2.37 0.08 -0.30
H 1.58 0.39 -1.90
N -0.71 1.95 1.19
N -0.01 1.57 0.28
N -0.05 -1.88 -0.97
N 1.31 -1.56 -1.24
*
```

Summary:
- SMILES: C/N=N\C1=CNNC1
- Total energy: -376.11392 hartree

Atomic partial charges in e from the natural (NBO) method, atoms 1 to 5: number 1, C, carries -0.51; number 2, C, carries -0.02; number 3, C, carries -0.02; number 4, C, carries -0.26; number 5, H, carries 0.21

---

3.
Computed, not measured: a 2-piece molecular cluster, C17H16BCl4NO2 overall, with ωB97M-V/def2-TZVPD.

ORCA input file:
```
! RIJCOSX wB97M-V def2-TZVPD def2/J DEFGRID3
* xyz 0 1
Cl -2.38 -3.06 1.73
B -2.48 -1.23 1.49
Cl -2.74 -0.81 -0.33
Cl -3.86 -0.46 2.48
O -1.17 -0.73 1.99
C -0.65 0.45 1.92
C 0.26 0.87 2.98
C 0.41 2.25 3.21
C 1.45 2.73 4.00
C 2.30 1.81 4.64
Cl 3.63 2.39 5.56
C 2.04 0.43 4.57
C 0.99 -0.04 3.79
H -1.12 1.22 1.28
H -0.28 2.94 2.71
H 1.61 3.79 4.15
H 2.66 -0.25 5.16
H 0.77 -1.11 3.75
C -0.65 3.07 -3.39
C 0.20 2.26 -2.43
N -0.30 0.99 -2.29
C 0.22 -0.02 -1.48
C 0.13 -1.36 -2.09
C 0.47 -2.52 -1.37
C 0.34 -3.79 -1.93
C -0.23 -3.96 -3.20
C -0.63 -2.82 -3.92
C -0.40 -1.55 -3.39
C 0.58 0.23 -0.17
O 1.20 2.67 -1.86
H -1.49 2.50 -3.80
H -1.05 3.93 -2.84
H -0.02 3.43 -4.21
H -1.01 0.74 -2.97
H 0.88 -2.40 -0.36
H 0.70 -4.66 -1.37
H -0.38 -4.96 -3.62
H -1.09 -2.92 -4.91
H -0.59 -0.69 -4.05
H 0.87 -0.62 0.44
H 0.81 1.25 0.11
*
```

Summary:
- Total energy: -2728.36800 hartree

Atomic partial charges in e from the natural (NBO) method, atoms 1 to 5: number 1, Cl, carries -0.23; number 2, B, carries 0.40; number 3, Cl, carries -0.27; number 4, Cl, carries -0.24; number 5, O, carries -0.59